{"formula": "C33H26BrIrN9O6", "method": "ωB97M-V/def2-TZVPD", "elements": ["Ir", "C", "O", "C", "C", "C", "Br", "C", "C", "C", "O", "C", "N", "C", "C", "C", "C", "C", "C", "N", "H", "H", "H", "H", "H", "H", "H", "H", "H", "H", "H", "C", "C", "N", "C", "C", "N", "C", "N", "N", "N", "C", "C", "C", "C", "C", "C", "H", "H", "H", "H", "H", "H", "H", "H", "H", "H", "H", "O", "C", "N", "C", "O", "C", "C", "C", "C", "C", "C", "H", "H", "H", "H", "O", "N", "O"], "positions_angstrom": [[0.587, 0.990, -1.733], [1.098, -0.618, 2.152], [0.186, -0.330, 1.094], [-0.680, -1.295, 0.728], [-0.887, -2.474, 1.433], [-1.833, -3.384, 0.993], [-2.095, -4.970, 1.979], [-2.584, -3.157, -0.144], [-2.366, -1.994, -0.868], [-1.413, -1.078, -0.435], [-1.261, 0.128, -1.165], [-3.182, -1.688, -2.057], [-4.470, -1.714, -2.111], [-4.797, -1.273, -3.394], [-6.048, -1.125, -3.986], [-6.084, -0.679, -5.293], [-4.910, -0.381, -6.000], [-3.661, -0.513, -5.421], [-3.639, -0.959, -4.108], [-2.586, -1.186, -3.217], [1.678, -1.514, 1.922], [0.577, -0.739, 3.104], [1.753, 0.247, 2.214], [-0.315, -2.691, 2.322], [-3.337, -3.858, -0.473], [-1.843, 0.020, -1.951], [-6.948, -1.361, -3.437], [-7.038, -0.557, -5.788], [-4.985, -0.037, -7.022], [-2.756, -0.276, -5.965], [-1.649, -1.422, -3.512], [-1.535, 2.294, 0.831], [-0.070, 2.537, 0.830], [0.822, 2.172, -0.085], [2.048, 2.691, 0.297], [1.889, 3.372, 1.454], [0.554, 3.275, 1.776], [-0.066, 3.802, 2.989], [-0.487, 2.755, 3.868], [-1.815, 2.467, 3.976], [-1.967, 1.427, 4.688], [-0.721, 0.972, 5.077], [-0.360, -0.130, 5.858], [0.984, -0.328, 6.076], [1.953, 0.547, 5.542], [1.612, 1.637, 4.772], [0.245, 1.826, 4.550], [-1.891, 2.171, -0.186], [-2.059, 3.135, 1.280], [-1.787, 1.402, 1.405], [2.929, 2.547, -0.300], [2.584, 3.933, 2.053], [-0.950, 4.384, 2.740], [0.662, 4.451, 3.473], [-1.114, -0.784, 6.274], [1.311, -1.163, 6.679], [2.998, 0.357, 5.751], [2.365, 2.304, 4.374], [2.537, 1.365, -2.331], [2.925, 0.203, -1.937], [1.993, -0.491, -1.303], [2.556, -1.676, -0.790], [2.004, -2.483, -0.099], [3.986, -1.677, -1.280], [4.978, -2.612, -1.114], [6.222, -2.331, -1.685], [6.446, -1.156, -2.392], [5.434, -0.209, -2.558], [4.214, -0.499, -1.991], [4.800, -3.526, -0.564], [7.030, -3.042, -1.577], [7.421, -0.974, -2.822], [5.602, 0.704, -3.112], [0.156, 0.443, -3.583], [-0.488, 1.505, -3.879], [-0.462, 2.288, -2.883]], "de_lowest_kj_mol": 62.6, "homo_energy_ev": -10.88, "homo_lumo_gap_ev": 7.408, "energy_ha": -4895.48732, "total_charge": 1}